(1)
18
Properties=species:S:1:pos:R:3:nbo_charge:R:1 method="wB97M-V/def2-TZVPD" e_above_lowest_ev=0.360 homo_lumo_gap_ev=10.9744 smiles=FC(F)(F)C1(C(F)(F)F)NCCO1 total_energy_ev=-25108.2607 homo_energy_ev=-10.15
F -1.725 2.003 -2.865 -0.31
C -2.045 1.798 -1.586 0.95
F -2.721 0.638 -1.588 -0.34
F -2.884 2.651 -1.050 -0.29
C -0.673 1.651 -0.667 0.25
C 0.104 3.039 -0.506 0.96
F -0.777 3.939 -0.034 -0.32
F 1.074 2.820 0.352 -0.29
F 0.487 3.511 -1.704 -0.31
N 0.227 0.589 -1.209 -0.62
C 0.339 -0.438 -0.155 -0.25
C -0.860 -0.106 0.755 -0.09
O -1.032 1.275 0.635 -0.51
H -0.222 0.222 -2.045 0.38
H 1.192 -0.142 0.584 0.19
H 0.544 -1.421 -0.509 0.23
H -1.882 -0.444 0.387 0.18
H -0.708 -0.388 1.802 0.20

---

(2)
27
Properties=species:S:1:pos:R:3:nbo_charge:R:1 method="wB97M-V/def2-TZVPD" homo_lumo_gap_ev=6.1401 total_energy_ev=-58278.5413 homo_energy_ev=-8.08
N -0.516 2.466 -0.435 -0.83
C -1.446 1.346 -0.563 -0.62
P -0.602 -0.237 -0.721 1.51
O -1.705 -1.320 -1.054 -0.94
I 0.968 -0.167 -2.521 0.07
C 0.152 -0.708 0.957 0.40
F 0.379 0.405 1.661 -0.28
F -0.836 -1.397 1.580 -0.29
C 1.408 -1.641 0.920 0.58
F 1.313 -2.516 -0.104 -0.30
F 1.381 -2.362 2.062 -0.28
C 2.773 -0.862 0.926 0.55
F 2.691 0.295 0.237 -0.30
F 3.027 -0.544 2.217 -0.29
C 3.989 -1.709 0.443 0.93
F 5.078 -0.920 0.511 -0.30
F 4.148 -2.749 1.263 -0.29
F 3.851 -2.114 -0.826 -0.30
H -1.083 3.265 -0.162 0.40
H -0.168 2.706 -1.358 0.36
H -2.128 1.420 -1.424 0.30
H -2.006 1.275 0.377 0.31
H -2.279 -0.974 -1.766 0.55
N -4.616 1.764 -0.551 0.71
O -4.115 1.550 -1.690 -0.61
O -5.742 1.360 -0.278 -0.47
O -3.916 2.370 0.300 -0.58

---

(3)
13
Properties=species:S:1:pos:R:3:nbo_charge:R:1 method="wB97M-V/def2-TZVPD" e_above_lowest_ev=0.862 homo_lumo_gap_ev=12.5735 smiles=CC(C#N)(C#N)CF total_energy_ev=-10962.2653 homo_energy_ev=-12.15
C 1.348 0.558 0.043 -0.57
C -0.052 -0.072 -0.257 -0.27
C -0.847 0.820 -1.119 0.28
N -1.368 1.556 -1.878 -0.26
C 0.148 -1.438 -0.870 0.27
N 0.175 -2.501 -1.362 -0.26
C -0.834 -0.224 1.050 0.08
F -2.101 -0.691 0.806 -0.34
H 1.128 1.581 0.403 0.23
H 1.794 -0.134 0.738 0.23
H 1.862 0.651 -0.937 0.24
H -0.883 0.767 1.617 0.18
H -0.371 -0.872 1.765 0.19

---

(4)
13
Properties=species:S:1:pos:R:3:nbo_charge:R:1 method="wB97M-V/def2-TZVPD" e_above_lowest_ev=0.557 homo_lumo_gap_ev=9.2217 smiles="C=C(F)/C(C#N)=C/N" total_energy_ev=-10962.5708 homo_energy_ev=-8.68
C 2.418 0.137 -0.179 -0.51
C 1.265 -0.340 0.272 0.43
F 1.270 -1.356 1.175 -0.33
C -0.099 0.072 -0.084 -0.38
C -1.133 0.031 0.881 0.27
N -2.055 0.040 1.597 -0.33
C -0.407 0.472 -1.350 0.15
N -1.606 0.946 -1.750 -0.77
H 2.436 0.990 -0.852 0.21
H 3.345 -0.312 0.091 0.22
H 0.368 0.417 -2.148 0.22
H -1.831 1.041 -2.739 0.41
H -2.382 0.936 -1.101 0.41

---

(5)
13
Properties=species:S:1:pos:R:3:nbo_charge:R:1 method="wB97M-V/def2-TZVPD" e_above_lowest_ev=4.429 homo_lumo_gap_ev=10.4922 smiles="O=C1C[C@@]2(F)C[C@@H]2O1" total_energy_ev=-12073.4596 homo_energy_ev=-9.84
O -2.875 -0.177 -0.402 -0.53
C -1.651 -0.006 -0.222 0.78
C -0.713 1.047 0.493 -0.51
C 0.680 0.519 0.059 0.24
F 0.577 0.912 -1.255 -0.37
C 1.774 -0.473 -0.039 -0.39
C 0.309 -0.897 -0.083 0.05
O -0.786 -0.974 -0.807 -0.48
H -0.887 2.125 0.064 0.28
H -1.024 0.792 1.450 0.24
H 2.455 -0.378 -0.940 0.27
H 2.071 -1.093 0.850 0.25
H 0.071 -1.398 0.833 0.15

---

(6)
14
Properties=species:S:1:pos:R:3:mulliken_spin:R:1 method="wB97M-V/def2-TZVPD" homo_lumo_gap_ev="5.9590 / 5.9269" total_energy_ev=-31609.2935 homo_energy_ev="-6.16 / -9.00" spin_multiplicity=3
C 0.207 -0.048 0.029 -0.01
C -0.902 -0.519 -0.489 0.40
C 1.039 0.935 -0.726 0.48
C 2.206 1.478 0.045 0.09
C -2.209 -1.767 0.532 0.00
O 0.779 1.288 -1.848 0.83
I -1.819 -0.103 -2.279 0.15
I -3.581 -0.474 1.480 0.01
I -1.047 -2.996 1.799 0.00
H 0.558 -0.337 1.008 0.00
H 1.831 2.179 0.790 0.03
H 2.866 2.007 -0.636 0.00
H 2.746 0.686 0.556 0.02
H -2.674 -2.332 -0.262 0.00